<1>
Density functional theory data (ωB97M-V/def2-TZVPD) for a single C4H11NO3 molecule.

Values from the calculation:
Gap between HOMO and LUMO ... 9.87 eV
Charge ... 0
Highest occupied orbital energy ... -9.27 eV

Positions of all 19 atoms, in Å:
C -0.17802 0.52880 -0.05354
C -1.18196 0.39009 -1.19196
C -0.11117 1.98302 0.41865
C 1.40763 0.13091 -0.55339
N -0.57746 -1.62430 0.97566
O -0.53242 -0.21904 1.08522
O 0.23052 -2.10310 2.04896
O 0.06385 -2.13076 -0.52617
H -0.41885 -2.63618 2.53774
H 0.54644 -2.81153 -0.02864
H -0.83566 0.92550 -2.07991
H -2.15108 0.80698 -0.89022
H -1.35193 -0.64773 -1.47788
H 0.54654 2.08216 1.28789
H 0.25095 2.63806 -0.37891
H -1.09907 2.33561 0.73690
H 1.58739 0.65148 -1.49512
H 1.99349 0.56927 0.25888
H 1.81082 -0.86924 -0.67413

Atomic partial charges in e from the Mulliken method, atoms 1 to 4:
1 C 1.287
2 C -1.437
3 C -1.567
4 C -1.181


<2>
Density functional theory data (ωB97M-V/def2-TZVPD) for 2 unconnected molecules or ions with the total composition C4H11NO3.

Values from the calculation:
Gap between HOMO and LUMO ... 10.12 eV
Charge ... 0
Highest occupied orbital energy ... -9.33 eV

Positions of all 19 atoms, in Å:
C -0.96708 -1.75128 0.04588
C -0.59069 -0.94069 -1.18006
C -1.72989 0.06221 -1.68630
N 0.60361 -0.13081 -0.83307
C 0.81974 0.53924 0.35959
O 2.18814 0.83837 0.26110
O 0.08191 0.79632 1.22470
H -1.68648 -2.51432 -0.31084
H -1.27180 -1.11202 0.79601
H -0.24190 -2.33960 0.65826
H -0.32292 -1.43105 -2.00873
H -2.58584 -0.31984 -1.26368
H -1.86873 -0.03809 -2.67579
H -1.56017 1.09374 -1.31063
H 1.09706 0.10803 -1.67013
H 2.54983 1.16758 1.15106
H 1.28783 1.38007 2.74182
H 2.03676 2.77338 2.92764
O 2.16063 1.81874 2.77318

Atomic partial charges in e from the Mulliken method, atoms 1 to 4:
1 C -1.476
2 C 0.157
3 C -1.199
4 N -0.264


<3>
Density functional theory data (ωB97M-V/def2-TZVPD) for 2 unconnected molecules or ions with the total composition C4H11NO3.

Values from the calculation:
Gap between HOMO and LUMO ... 9.47 eV
Charge ... 0
Highest occupied orbital energy ... -8.95 eV

Positions of all 19 atoms, in Å:
C 0.34652 0.76356 -0.27224
N 0.46655 -0.63766 -0.70155
C -0.60184 -1.57000 -0.27291
C -1.81084 -1.32100 -1.18409
O -2.75179 -2.42107 -1.02538
C -1.01822 -1.51982 1.17406
O -1.08431 -2.48910 1.88694
H -0.21890 1.28468 -1.05838
H -0.33343 0.93548 0.56324
H 1.27829 1.30581 -0.16074
H 1.35165 -0.98059 -0.47502
H -0.20200 -2.55952 -0.48882
H -1.47453 -1.43997 -2.19669
H -2.33809 -0.42131 -0.93175
H -3.40210 -2.19129 -0.35945
H -1.31277 -0.54601 1.59724
H 4.24174 3.89608 1.02389
H 4.58903 5.05156 1.88461
O 4.27505 4.86019 0.99703

Atomic partial charges in e from the Mulliken method, atoms 1 to 4:
1 C -0.804
2 N -0.391
3 C 0.349
4 C -0.824


<4>
Density functional theory data (ωB97M-V/def2-TZVPD) for 3 unconnected molecules or ions with the total composition C4H11NO3.

Values from the calculation:
Gap between HOMO and LUMO ... 3.46 eV
Charge ... 0
Highest occupied orbital energy ... -8.27 eV

Positions of all 19 atoms, in Å:
O -0.38779 -0.94414 1.33794
C -0.08681 -1.86455 0.36795
N -1.29654 -2.07211 -0.37972
C -0.38736 2.17934 -2.11083
C -0.63480 1.50463 -0.91309
C 0.38740 1.68542 0.18990
O -1.58456 0.71445 -0.65560
H 0.69400 -1.53878 -0.33987
H 0.32697 -2.77073 0.83585
H -1.13592 2.11379 -2.88803
H 0.50365 2.77976 -2.14869
H -1.22719 -2.78687 -1.08686
H -0.13135 1.99723 1.10552
H 0.80641 0.72805 0.47208
H 1.15615 2.40591 -0.04244
H -1.69715 -1.17496 -0.63319
H 0.46035 -0.93306 1.96278
H 2.31127 -1.12130 2.88908
O 1.92327 -0.90207 2.03723

Atomic partial charges in e from the Mulliken method, atoms 1 to 4:
1 O -0.442
2 C -0.291
3 N -0.440
4 C -0.703


Least stable of them? <4>.


<1>
Density functional theory data (ωB97M-V/def2-TZVPD) for a molecular structure, C4H11NO3.

Values from the calculation:
Gap between HOMO and LUMO ... 9.65 eV
Charge ... 0
Highest occupied orbital energy ... -9.28 eV

Positions of all 19 atoms, in Å:
H 0.32599 -0.77618 -1.23526
O 0.70570 -1.82418 -1.69538
N 0.23456 0.32309 -0.62062
H 1.50051 -1.62546 -2.17361
H 1.14821 0.77393 -0.45728
C -0.36502 -0.17760 0.66133
H -1.27877 -0.76849 0.42546
C 0.72713 -1.14558 1.35258
O 1.21023 -0.76246 2.41715
O 1.08891 -2.24205 0.75510
H 0.96963 -2.04515 -0.58154
C -0.67488 1.18966 -1.38829
H -1.29630 1.72854 -0.69160
H -0.12749 1.87603 -1.99203
H -1.35620 0.61429 -2.00376
C -0.63869 0.99885 1.57449
H 0.16421 1.71601 1.60159
H -1.62320 1.46572 1.42457
H -0.71454 0.68102 2.62708

Atomic partial charges in e from the Mulliken method, atoms 1 to 4:
1 H 0.638
2 O -0.751
3 N -0.405
4 H 0.328


<2>
Density functional theory data (ωB97M-V/def2-TZVPD) for 2 unconnected molecules or ions with the total composition C4H11NO3.

Values from the calculation:
Gap between HOMO and LUMO ... 10.30 eV
Charge ... 0
Highest occupied orbital energy ... -9.68 eV

Positions of all 19 atoms, in Å:
O -0.52137 0.00161 1.88541
C 0.18143 0.55653 1.09034
O 1.40506 1.06425 1.38517
C -0.23141 1.01391 -0.26643
C 0.33291 -0.03771 -1.28501
C 1.68130 0.38164 -1.89844
N -1.68020 1.23370 -0.43295
H 1.61683 0.76926 2.27279
H 0.17308 1.96089 -0.63851
H 0.46016 -0.96504 -0.70411
H -0.27987 -0.06938 -2.17417
H 1.71756 0.42043 -2.99562
H 2.51601 -0.29116 -1.65918
H 1.98085 1.38640 -1.60202
H -1.95679 0.77362 -1.28918
H -2.24841 0.79156 0.28098
H -2.45559 -2.64671 2.68930
H -0.97245 -3.14545 2.36802
O -1.71909 -3.19833 2.97361

Atomic partial charges in e from the Mulliken method, atoms 1 to 4:
1 O -0.558
2 C 0.270
3 O -0.439
4 C 0.254


Least stable of them? <1>.


<1>
Density functional theory data (ωB97M-V/def2-TZVPD) for 2 unconnected molecules or ions with the total composition C4H11NO3.

Values from the calculation:
Gap between HOMO and LUMO ... 10.31 eV
Charge ... 0
Highest occupied orbital energy ... -9.76 eV

Positions of all 19 atoms, in Å:
C -0.60204 0.67274 -1.44108
N 0.32655 -0.30206 -0.74923
C 1.29814 -0.04041 0.20846
O 1.74564 1.20165 0.32405
O 1.73504 -0.92658 0.96022
C -1.63505 1.12542 -0.38026
C -1.15399 1.39318 1.03977
H -0.09301 1.58694 -1.90177
H -0.96706 0.18010 -2.35764
H 0.39695 -1.22823 -1.09698
H 1.68230 1.79936 -0.37864
H -2.41036 0.23821 -0.32127
H -2.09626 2.03366 -0.83087
H -0.29322 2.15177 1.09063
H -1.88524 1.90757 1.67415
H -0.89531 0.55693 1.65816
H -0.38261 -2.46616 0.41335
H -1.72070 -2.97004 0.68428
O -1.11365 -2.84772 -0.02804

Atomic partial charges in e from the Mulliken method, atoms 1 to 4:
1 C -0.835
2 N -0.123
3 C 0.512
4 O -0.452


<2>
Density functional theory data (ωB97M-V/def2-TZVPD) for 2 unconnected molecules or ions with the total composition C4H11NO3.

Values from the calculation:
Gap between HOMO and LUMO ... 10.21 eV
Charge ... 0
Highest occupied orbital energy ... -9.61 eV

Positions of all 19 atoms, in Å:
O -1.26318 1.33216 -2.24660
C -0.98477 1.45002 -1.06786
N 0.31718 1.56308 -0.68060
C 0.75687 1.27489 0.68220
C 0.69789 -0.19817 1.03746
C 1.63210 -1.07278 0.16815
O 2.05223 -2.21725 0.99109
H -1.76978 1.48633 -0.30821
H 1.04782 1.52818 -1.37360
H 1.79663 1.56643 0.76588
H 0.14925 1.86098 1.37231
H -0.32284 -0.57909 1.01244
H 1.06054 -0.34210 2.05410
H 1.03657 -1.65221 -0.52831
H 2.51260 -0.49945 -0.10996
H 2.79798 -1.95811 1.54318
H -3.06462 -2.31969 0.21889
H -2.34020 -1.35231 1.17697
O -3.02172 -1.40299 0.49885

Atomic partial charges in e from the Mulliken method, atoms 1 to 4:
1 O -0.586
2 C 0.095
3 N -0.137
4 C -0.970


<3>
Density functional theory data (ωB97M-V/def2-TZVPD) for 2 unconnected molecules or ions with the total composition C4H11NO3.

Values from the calculation:
Gap between HOMO and LUMO ... 9.71 eV
Charge ... 0
Highest occupied orbital energy ... -9.08 eV

Positions of all 19 atoms, in Å:
C 1.61643 2.18680 0.10219
C 0.34771 1.35615 0.17590
C 0.10856 0.74032 1.66992
C -1.18548 0.05653 1.88081
O -2.25358 0.86422 1.69338
O -1.26609 -1.10437 2.18511
N 0.40647 0.28298 -0.77703
H 1.84258 2.56510 1.09682
H 2.47168 1.67480 -0.36677
H 1.43290 3.04891 -0.52115
H -0.59122 1.89438 0.03080
H -0.00477 1.67629 2.26061
H 0.96888 0.23613 2.08960
H -3.19162 0.63537 1.68070
H 1.36342 0.02123 -0.97036
H -0.08384 -0.59444 -0.67170
H -0.42119 -5.69303 -3.37424
H -0.51739 -4.52237 -4.15051
O -1.04345 -5.32500 -4.03409

Atomic partial charges in e from the Mulliken method, atoms 1 to 4:
1 C -1.238
2 C 0.420
3 C -0.642
4 C 0.338


<4>
Density functional theory data (ωB97M-V/def2-TZVPD) for 2 unconnected molecules or ions with the total composition C4H11NO3.

Values from the calculation:
Gap between HOMO and LUMO ... 10.08 eV
Charge ... 0
Highest occupied orbital energy ... -9.33 eV

Positions of all 19 atoms, in Å:
C -2.37671 -1.49357 0.17933
C -0.40143 0.85720 -0.47459
O -3.18529 -0.94533 1.17952
H -2.83029 -0.09019 1.44415
H -2.50232 -0.99589 -0.78663
H -2.66861 -2.53286 0.06282
H -1.27433 -1.35940 0.42341
H -0.38003 0.19239 -1.32740
H -1.34238 1.26428 -0.12890
C 2.35769 -0.25025 -1.02623
N 1.99951 0.28070 0.27531
C 0.82108 1.07210 0.35782
O 0.57520 1.48018 1.65416
O 0.57274 1.96478 -0.64697
H 1.26116 2.10589 1.91359
H 1.97656 -0.43574 0.99133
H 1.70167 -1.05907 -1.37270
H 2.31585 0.56453 -1.74697
H 3.37993 -0.61973 -0.97105

Atomic partial charges in e from the Mulliken method, atoms 1 to 4:
1 C -0.437
2 C -1.127
3 O -0.514
4 H 0.315


Least stable of them? <4>.


<1>
Density functional theory data (ωB97M-V/def2-TZVPD) for 2 unconnected molecules or ions with the total composition C4H11NO3.

Values from the calculation:
Gap between HOMO and LUMO ... 8.74 eV
Charge ... 0
Highest occupied orbital energy ... -8.78 eV

Positions of all 19 atoms, in Å:
H -1.57907 -1.26232 -1.19719
O -2.69992 -0.89793 -0.44766
O -0.50845 -1.06756 -1.68515
H -3.09679 -0.70924 0.42106
H -2.24959 -0.02906 -0.53378
C 0.37564 -0.47740 -0.91462
O 1.45367 -0.28586 -1.45669
C 0.30123 -0.10314 0.60913
H -0.75071 -0.40222 0.92794
N 0.60624 1.31346 0.50311
H 1.61750 1.43433 0.45478
C 0.05316 2.33333 1.39031
H 0.68253 2.62887 2.19196
H -0.14160 3.26575 0.76562
H -0.97193 2.08050 1.72775
C 1.22362 -0.93285 1.50013
H 2.07723 -1.27120 0.87509
H 1.49121 -0.32703 2.36412
H 0.79138 -1.85381 1.85254

Atomic partial charges in e from the Mulliken method, atoms 1 to 4:
1 H 0.481
2 O -0.631
3 O -0.657
4 H 0.331


<2>
Density functional theory data (ωB97M-V/def2-TZVPD) for a molecular structure, C4H11NO3.

Values from the calculation:
Gap between HOMO and LUMO (spin up / spin down) ... 8.16 / 8.16 eV
Charge ... 0
Highest occupied orbital energy (spin up / spin down) ... -7.88 / -7.88 eV

Positions of all 19 atoms, in Å:
C -0.73840 0.05157 -0.00141
C 1.19491 0.20081 0.49072
C -1.43251 0.05757 1.35158
C 2.36267 0.06986 -0.47730
N -1.71775 -1.03330 -1.21407
O 0.11495 -0.96579 -0.35935
O -0.94167 1.06792 -0.85811
O 1.08687 1.51694 0.93315
H -1.63292 0.25830 -1.66604
H 0.75602 2.04335 0.18795
H 1.35791 -0.38456 1.40170
H -2.22032 -1.72799 -0.67659
H -1.29156 -1.47132 -2.01979
H -2.51040 0.04908 1.18682
H -1.15476 -0.81253 1.94504
H -1.18016 0.97283 1.88097
H 3.25212 0.51727 -0.03488
H 2.59196 -0.97725 -0.65928
H 2.10305 0.56724 -1.41111

Atomic partial charges in e from the Mulliken method, atoms 1 to 4:
1 C 1.504
2 C 0.129
3 C -1.606
4 C -1.335


Least stable of them? <2>.